(1)
{"formula": "C4H9NO2", "method": "the ωB97M-V functional and the def2-TZVPD basis", "species": ["H", "H", "O", "H", "H", "H", "C", "C", "H", "C", "C", "H", "N", "O", "H", "H"], "coordinates": [[0.5552, -1.3333, -3.0472], [1.6930, 2.3609, -1.4532], [-0.4087, 0.2654, 0.1804], [-1.9140, -1.6579, 2.2229], [1.5506, -1.3087, -1.5640], [-0.8042, -0.2546, 2.7490], [0.8841, 1.0104, 0.0873], [-1.9092, -0.5894, 2.5525], [-2.4480, -0.4900, 3.4169], [0.8035, -0.7164, -2.1712], [1.1608, 1.3796, -1.3300], [0.6661, -0.1653, 0.0237], [1.0153, 0.7528, -2.4161], [1.7237, 1.4983, 0.8633], [-2.3465, 0.0566, 1.6320], [-0.2216, -0.8084, -1.7463]], "atomic_forces_ev_per_a": [[1.071, 0.678, -0.465], [-1.058, -0.508, 0.520], [5.982, 0.768, 0.866], [0.090, 0.868, 0.287], [-0.506, 1.169, -0.515], [-2.161, -0.627, -0.473], [1.456, 5.453, 0.390], [2.443, 0.766, -4.067], [-1.540, 0.384, 2.044], [-2.425, -0.756, -0.405], [0.844, 1.811, -1.866], [-3.752, -3.935, 0.383], [1.021, -2.417, 0.715], [-3.244, -2.180, -0.307], [0.973, -1.447, 2.471], [0.806, -0.028, 0.423]], "homo_energy_ev": -10.1, "homo_lumo_gap_ev": 8.85}

***

(2)
{"formula": "C20H29AuN5O2S2", "method": "the ωB97M-V functional and the def2-TZVPD basis", "species": ["S", "S", "H", "C", "C", "C", "N", "H", "H", "N", "H", "H", "H", "H", "H", "H", "H", "O", "C", "H", "C", "C", "H", "N", "H", "H", "H", "H", "C", "C", "H", "H", "H", "N", "C", "H", "H", "C", "H", "H", "H", "H", "C", "Au", "N", "C", "C", "H", "C", "C", "O", "C", "C", "H", "C", "H", "H", "C", "C"], "coordinates": [[1.9308, 1.1120, -1.8388], [-2.4025, -1.3365, -0.1434], [-3.7709, 0.2553, -1.2316], [0.9027, 2.8695, 3.6625], [0.7698, 4.6351, 5.3566], [2.6525, -0.4215, -3.9344], [1.7573, 0.0230, 3.6200], [-0.1939, -0.8896, -2.0068], [-5.8645, -3.8479, -2.3679], [1.5220, 2.1220, 4.6510], [0.1465, 4.0691, 6.0504], [0.3275, 1.7287, -3.4282], [0.5341, 4.9761, 2.0446], [3.1444, -3.6393, -1.8412], [-0.3169, -0.4796, -3.6971], [0.0090, 6.0190, 3.3485], [-2.3842, 0.9348, -3.1186], [1.8863, 0.9186, -0.3226], [-0.5451, -0.1193, -2.6951], [3.1916, -1.6219, -5.6207], [2.9904, -2.7409, -2.4238], [1.8761, 0.7945, 4.6653], [0.4383, 5.6671, 5.3813], [0.5882, 2.3299, 2.5067], [3.5305, -3.6681, -4.2778], [2.5635, 0.4922, -4.5121], [0.1914, 2.9774, 1.8427], [2.0514, -0.9322, 3.7756], [2.4311, -0.4299, -2.5628], [-2.9584, -2.6702, -1.1029], [-1.8545, -5.3652, -2.7902], [-5.0361, -2.0361, -0.9126], [2.7020, -0.5900, 5.9222], [0.6361, 4.1348, 3.9804], [-4.3475, -2.7532, -1.3438], [1.7976, 2.6468, 5.4662], [2.4672, -1.5286, -0.7191], [2.6098, -1.5647, -1.7910], [-0.2640, 1.8840, -1.7775], [-2.2741, 0.9619, -0.6010], [1.8120, 4.6356, 5.6841], [-2.5524, -0.8085, -3.0979], [-2.0729, 0.0283, -2.5890], [1.5063, 0.5739, 1.6818], [2.3483, 0.3487, 5.8295], [-2.0460, -3.6297, -1.5690], [-3.9064, -4.7114, -2.6511], [-4.2798, -5.5348, -3.2466], [-0.0112, 4.9960, 2.9892], [-2.6856, 0.1460, -1.1988], [-0.9595, -1.4586, 0.1357], [3.0197, -1.6061, -4.5533], [3.1949, -2.7593, -3.7970], [2.3675, 0.9172, 6.6607], [0.2194, 1.1995, -2.4797], [-1.0530, 4.7083, 2.8314], [-0.9952, -3.5616, -1.3215], [-2.5322, -4.6320, -2.3747], [-4.8093, -3.7687, -2.1466]], "atomic_forces_ev_per_a": [[-0.055, 0.166, -0.336], [0.675, -0.244, -0.764], [0.007, 0.025, -0.028], [-0.010, 0.007, 0.029], [0.050, 0.029, 0.048], [-0.006, 0.026, -0.027], [0.018, -0.193, -0.229], [0.051, -0.018, 0.037], [0.004, -0.036, 0.012], [0.064, 0.011, -0.010], [0.002, -0.017, -0.013], [0.048, 0.125, 0.054], [0.024, 0.000, 0.013], [0.034, 0.011, -0.001], [0.011, -0.059, 0.022], [0.017, -0.006, 0.011], [-0.107, -0.026, 0.011], [-0.324, -0.245, 0.037], [-0.066, 0.144, 0.251], [0.036, 0.005, 0.005], [0.036, 0.005, 0.010], [-0.058, 0.072, 0.014], [-0.014, -0.006, -0.020], [0.188, -0.142, -0.088], [-0.073, -0.020, -0.010], [-0.023, -0.013, -0.011], [-0.017, -0.026, -0.035], [-0.081, -0.017, 0.046], [0.078, -0.036, 0.166], [-0.360, -0.010, 0.188], [-0.026, -0.026, 0.018], [0.012, 0.015, -0.005], [0.010, -0.001, -0.014], [-0.083, -0.071, 0.012], [0.255, 0.133, 0.004], [-0.014, -0.014, 0.012], [-0.011, -0.026, -0.006], [-0.107, -0.010, -0.035], [-0.050, 0.015, -0.032], [-0.024, -0.052, 0.078], [0.008, 0.004, -0.022], [0.026, 0.031, -0.089], [0.193, -0.100, -0.153], [0.186, 0.479, 0.107], [0.005, 0.000, -0.012], [-0.034, 0.164, 0.076], [0.068, 0.057, 0.092], [0.022, 0.046, -0.058], [-0.021, 0.053, -0.060], [-0.002, 0.162, 0.244], [-0.336, 0.201, 0.261], [0.032, 0.028, 0.032], [0.041, -0.001, 0.009], [-0.039, -0.009, 0.006], [-0.106, -0.297, 0.277], [0.014, -0.018, 0.002], [-0.012, 0.039, -0.006], [-0.257, -0.112, -0.052], [0.101, -0.203, -0.067]], "homo_energy_ev": [-16.5, -16.5], "spin_multiplicity": 3, "charge": 3, "homo_lumo_gap_ev": [8.86, 4.79]}

***

(3)
{"formula": "C13H17BrN4O3Rh", "method": "the ωB97M-V functional and the def2-TZVPD basis", "species": ["H", "H", "C", "C", "C", "O", "N", "N", "C", "N", "H", "C", "O", "N", "H", "C", "H", "C", "H", "Br", "H", "H", "C", "H", "H", "C", "O", "H", "H", "H", "C", "C", "H", "C", "H", "H", "H", "Rh", "C"], "coordinates": [[-0.9890, -2.7169, -0.1347], [3.2326, -1.0120, 0.0676], [0.4980, 3.3039, -3.3624], [4.4850, -0.0419, 1.5424], [1.0748, 2.4992, -1.2008], [0.5340, 4.1845, -4.3695], [2.1142, 0.1028, 1.3742], [0.3385, 1.3911, -1.3592], [-1.5023, -0.8431, 1.1541], [1.5094, -3.9927, -1.7147], [0.2026, 0.4937, 3.3342], [0.7724, -3.0555, -1.0833], [1.1902, -1.8845, -0.9998], [-0.3961, -3.4373, -0.5315], [-0.9293, 1.8222, 1.9591], [-0.2832, 2.1648, -3.5400], [1.8009, 4.3478, -1.9803], [4.4626, 0.7930, 2.6459], [1.0954, 4.9384, -4.1529], [-1.3833, -0.2925, -2.6794], [5.3817, 1.0689, 3.1452], [-1.5175, -1.5703, 1.9655], [3.2844, -0.3617, 0.9320], [1.5769, 2.5934, -0.2473], [-0.8398, 2.0131, -4.4517], [2.0872, 0.9093, 2.4444], [0.0126, 1.8158, 1.7490], [3.1916, 1.9371, 3.9585], [2.3531, -3.6898, -2.1665], [5.4103, -0.4418, 1.1543], [0.7234, 1.3517, 2.8963], [-0.3188, 1.2553, -2.5084], [-0.7949, -4.3395, -0.7225], [3.2461, 1.2789, 3.1029], [1.1841, -4.9293, -1.8680], [-2.4963, -0.5243, 0.8442], [0.8078, 2.1382, 3.6484], [0.2247, -0.2068, 0.1891], [1.1902, 3.4743, -2.1635]], "atomic_forces_ev_per_a": [[0.057, -0.007, 0.042], [0.018, 0.010, -0.004], [-0.007, 0.021, -0.054], [-0.041, -0.023, -0.022], [0.025, -0.005, 0.045], [0.004, -0.012, 0.024], [-0.069, 0.064, -0.061], [-0.064, -0.042, -0.042], [-0.108, 0.004, -0.034], [0.033, 0.026, -0.041], [0.009, 0.017, 0.013], [-0.151, 0.040, 0.046], [0.165, -0.030, 0.018], [-0.042, -0.056, -0.131], [-0.015, -0.054, -0.062], [0.042, 0.008, 0.070], [0.000, 0.015, -0.014], [0.017, 0.018, 0.025], [-0.002, 0.010, -0.007], [-0.010, 0.020, 0.017], [0.002, -0.001, 0.003], [0.061, 0.017, 0.032], [0.008, -0.024, 0.018], [0.006, 0.012, -0.004], [-0.001, 0.001, -0.015], [-0.031, -0.050, -0.010], [0.035, 0.104, 0.064], [0.008, 0.010, 0.012], [-0.008, -0.025, -0.019], [0.011, 0.002, 0.002], [0.008, 0.001, -0.009], [-0.016, 0.013, -0.048], [0.008, 0.007, 0.047], [-0.020, -0.032, -0.014], [0.002, 0.001, 0.014], [-0.003, -0.039, -0.010], [0.011, -0.004, -0.020], [0.080, 0.040, 0.111], [-0.024, -0.057, 0.016]], "homo_energy_ev": [-10.3, -12.1], "spin_multiplicity": 5, "charge": 1, "homo_lumo_gap_ev": [7.95, 8.86]}

***

(4)
{"formula": "C5H14", "method": "the ωB97M-V functional and the def2-TZVPD basis", "species": ["H", "H", "H", "C", "H", "C", "H", "C", "H", "C", "H", "H", "C", "H", "H", "H", "H", "H", "H"], "coordinates": [[-0.2305, 1.0246, -2.0409], [-0.0955, -2.6077, 1.5336], [2.3220, 2.3238, -2.8227], [-1.0315, -0.6135, 1.1882], [0.3142, 1.4134, -3.7724], [-0.5788, 0.2878, 2.3635], [-0.9498, -1.9625, 2.9054], [1.8807, 1.4446, -2.4606], [2.8369, 0.7024, -2.8116], [-0.9625, -2.0753, 1.8475], [-1.9109, -2.5957, 1.5232], [0.5340, -0.1582, -3.0311], [0.4982, 0.8933, -2.7908], [-1.2982, 0.1099, 3.2680], [-0.3824, 1.3292, 1.9231], [0.5566, 0.1321, 2.5856], [1.8526, 1.5022, -1.3212], [-0.3575, -0.5677, 0.4410], [-2.0286, -0.2668, 0.7331]], "atomic_forces_ev_per_a": [[-0.837, 0.641, 0.662], [0.586, -0.449, -0.338], [-0.657, 1.765, -0.764], [-2.092, -0.797, 3.682], [-1.051, -0.623, 0.935], [1.474, 1.287, -0.803], [-0.107, -0.139, 0.812], [2.662, -3.810, 2.663], [-2.791, 1.397, 1.248], [-2.734, 1.104, -2.240], [1.185, -0.019, 0.546], [0.121, -0.357, 0.056], [1.575, 0.974, -3.466], [1.660, 1.054, -1.571], [-1.405, -0.730, 1.222], [-2.089, -0.701, 0.251], [0.968, 0.007, -1.317], [2.334, 0.244, -2.624], [1.199, -0.848, 1.045]], "smiles": "CCC.CC", "homo_energy_ev": -10.8, "homo_lumo_gap_ev": 11.75}

***

(5)
{"formula": "C26H28N4SbSe4Zr", "method": "the ωB97M-V functional and the def2-TZVPD basis", "species": ["C", "H", "C", "Se", "H", "C", "H", "H", "Zr", "C", "H", "H", "N", "C", "C", "C", "N", "H", "H", "H", "C", "H", "Se", "H", "H", "C", "Se", "H", "C", "C", "H", "C", "H", "H", "C", "C", "N", "Se", "C", "H", "H", "H", "H", "C", "H", "C", "C", "H", "C", "H", "H", "Sb", "C", "C", "H", "C", "C", "C", "H", "N", "H", "C", "H", "C"], "coordinates": [[-1.8083, -2.3883, -1.6571], [-1.2682, -2.6844, 1.6989], [-4.1525, -2.8775, -4.4786], [1.2849, -2.4950, -0.4246], [-2.5804, -3.7244, 2.2641], [1.4291, 3.6726, 1.3066], [1.1099, -0.8627, 3.9994], [-5.7006, -0.3434, -1.3649], [0.1651, -0.1631, -0.2383], [3.8090, 0.7979, 3.4468], [-3.0166, -0.4376, -4.6791], [-3.9511, 0.4915, 2.4805], [0.4878, 0.9037, 1.8486], [-0.4829, 1.9856, 3.8315], [-0.5210, 1.1775, 2.5792], [-3.0230, -0.7544, 0.6307], [-4.9427, -3.3435, -5.1679], [-6.1471, -2.6280, -0.5496], [-2.2757, -2.1798, 3.0461], [0.5390, 2.1309, 4.1684], [-2.2944, -2.6911, 2.0803], [-1.3934, 0.5157, -3.0760], [4.2991, 2.4346, -1.0965], [-2.6070, 1.4450, -1.0504], [-0.9214, 2.9685, 3.6323], [2.2402, 2.6351, 2.0325], [2.7694, -0.6561, -0.1803], [2.7329, -1.5373, 3.8821], [1.9918, -0.9400, 3.3557], [-5.2651, -2.0987, -0.2143], [5.2919, 2.3432, 3.4957], [-4.3959, -2.7005, 0.6825], [-4.5996, -3.6988, 1.0493], [-1.4283, -2.9248, -0.7986], [-2.7182, -2.9989, -2.4911], [-3.6322, 1.2996, -0.6988], [-1.8148, -0.0801, 1.0415], [0.4201, 1.8591, -1.6402], [-2.6966, -1.0122, -3.8222], [-2.9292, 0.2367, 3.9036], [4.4131, 0.0947, 4.0059], [-3.0604, -4.0030, -2.2883], [1.6900, -1.4928, 2.4614], [-3.1805, -2.2924, -3.5952], [1.8873, 3.8969, 0.3417], [3.5175, 2.9697, 2.4759], [-3.0400, 0.8092, 2.9782], [-3.7834, 2.0061, 0.1221], [-1.8362, 0.5970, 2.1274], [-3.1214, 1.8583, 3.2629], [-1.0729, 1.5224, 4.6210], [2.9356, 1.0297, -2.3644], [-1.7909, -0.4773, -2.9266], [2.5470, 0.4175, 3.0207], [0.4032, 3.3618, 1.1150], [4.3000, 2.0645, 3.1667], [-3.8886, -0.1133, -0.2536], [1.7925, 1.3456, 2.2944], [-4.3117, 1.5802, -1.5012], [-1.3527, -1.1396, -1.8449], [1.4054, 4.5979, 1.8846], [-3.2542, -2.0389, 1.1203], [3.8958, 3.9622, 2.2656], [-5.0116, -0.8158, -0.6753]], "atomic_forces_ev_per_a": [[-0.015, -0.047, 0.004], [-0.002, -0.026, 0.005], [0.009, -0.006, 0.016], [0.176, 0.107, -0.063], [0.009, -0.006, 0.001], [-0.025, 0.025, 0.036], [0.015, -0.009, 0.018], [0.003, 0.006, -0.001], [-0.143, 0.166, -0.003], [-0.008, -0.029, 0.014], [0.003, 0.008, 0.003], [0.010, -0.012, -0.008], [-0.006, -0.088, -0.042], [0.012, 0.038, -0.030], [-0.067, -0.007, 0.080], [-0.110, -0.013, -0.007], [-0.013, -0.003, -0.012], [-0.005, 0.001, -0.002], [-0.012, -0.001, -0.001], [-0.010, 0.004, 0.019], [0.009, 0.043, -0.024], [0.010, -0.003, 0.027], [0.081, 0.077, 0.067], [-0.014, 0.002, -0.012], [0.009, 0.001, 0.011], [-0.105, 0.002, -0.082], [0.112, -0.189, -0.022], [0.006, -0.004, 0.000], [-0.048, 0.035, -0.022], [0.018, -0.019, 0.022], [-0.002, 0.015, -0.003], [-0.021, 0.015, -0.023], [-0.001, -0.005, 0.001], [0.009, 0.022, 0.003], [-0.011, -0.003, -0.014], [0.014, -0.017, 0.010], [-0.050, 0.000, 0.049], [-0.013, -0.080, -0.029], [-0.018, -0.021, -0.007], [-0.024, 0.014, 0.006], [-0.016, -0.016, -0.004], [0.011, -0.001, 0.017], [0.017, -0.001, 0.007], [0.008, 0.028, -0.002], [-0.005, -0.027, -0.009], [0.115, -0.038, 0.049], [-0.006, -0.028, 0.014], [-0.014, -0.004, 0.002], [0.006, 0.055, -0.038], [0.014, 0.005, 0.001], [0.000, -0.022, -0.005], [-0.054, -0.100, -0.047], [-0.014, -0.018, -0.028], [-0.020, -0.076, 0.007], [0.014, 0.005, -0.013], [-0.035, 0.069, -0.043], [0.020, 0.035, 0.020], [0.142, 0.099, 0.092], [0.005, 0.004, -0.008], [0.003, 0.041, -0.041], [0.001, -0.005, 0.007], [0.055, -0.012, 0.055], [-0.006, 0.007, -0.004], [-0.022, 0.006, -0.011]], "homo_energy_ev": -10.2, "charge": 1, "homo_lumo_gap_ev": 5.54}

***

(6)
{"formula": "C4H11N3", "method": "the ωB97M-V functional and the def2-TZVPD basis", "species": ["C", "H", "C", "H", "N", "H", "H", "C", "H", "H", "H", "H", "H", "H", "C", "H", "N", "N"], "coordinates": [[1.9994, -0.4704, -0.9216], [3.6728, 0.8452, -0.6506], [1.3339, -0.0350, 0.1552], [3.6273, 0.0424, -2.2450], [-3.5522, -0.3461, 1.0364], [-1.9663, 2.1970, 0.2262], [-0.2627, -1.2340, 0.0061], [-2.6209, 0.4440, 0.4241], [4.1023, -0.8472, -0.7845], [-2.2307, 0.0796, -0.5239], [-4.0153, 0.0368, 1.8451], [1.6432, -1.3996, -1.3655], [1.7421, 0.7199, 0.8221], [-4.0971, -1.0111, 0.5203], [3.4330, -0.0777, -1.1809], [-0.6192, -0.0238, 1.1153], [-2.2808, 1.5565, 0.9511], [0.0914, -0.4766, 0.5703]], "atomic_forces_ev_per_a": [[0.414, -0.454, 0.954], [0.004, 0.072, -0.159], [-0.580, 0.763, 0.340], [0.120, 0.093, -0.020], [0.351, -0.497, 0.263], [1.037, -0.315, 0.265], [-0.149, 0.026, 0.148], [-1.219, 0.858, 0.096], [0.116, 0.009, -0.201], [-0.344, -0.065, -0.243], [0.118, 0.189, -0.054], [-0.147, 0.297, -0.438], [0.116, 0.185, -0.300], [0.319, -0.171, -0.166], [-0.350, -0.222, 0.273], [0.819, 0.604, 0.116], [-0.863, 0.205, -0.265], [0.240, -1.576, -0.610]], "smiles": "[H]/N=C/N.C/C=C/N", "homo_energy_ev": -7.6, "homo_lumo_gap_ev": 8.48}

***

In Eh/bohr, the F_max values for the records above are, in order, 0.1185 0.0204 0.0033 0.1042 0.0043 0.0332.
In g/mol, the molar mass values for the records above are, in order, 103.121 632.586 460.114 74.167 925.362 101.153.